No. 1
# C5H14N

A 2-piece molecular cluster, C5H14N overall (ωB97M-V/def2-TZVPD, the Open Molecules 2025 dataset).

Each line ends with the Löwdin charge.
Atoms and positions in Å:
C 0.6754 1.1392 -0.8967  -0.121
C -0.7007 0.6060 -0.4816  -0.283
C -1.1017 1.0239 0.9255  -0.279
C -2.4326 0.4195 1.3630  -0.104
H 0.6309 2.1946 -1.1471  0.089
H 1.0788 0.6037 -1.7623  0.068
H 1.4014 1.0771 -0.0764  0.071
H -0.7869 -0.4900 -0.5296  0.086
H -1.4300 0.9785 -1.2034  0.121
H -1.1642 2.1112 1.0027  0.118
H -0.3063 0.7255 1.6170  0.107
H -3.2135 0.7119 0.6611  0.080
H -2.7196 0.7519 2.3566  0.076
H -2.3659 -0.6698 1.3874  0.071
C 2.6724 -1.7834 -0.3712  0.178
N 1.4812 -1.9564 -0.7689  0.214
H 3.2444 -2.6210 0.0121  0.131
H 3.1179 -0.7983 -0.4206  0.124
H 0.8769 -1.1528 -0.9731  0.086
H 1.0420 -2.8713 -0.6946  0.169

Calculated values
Net charge: +1
LUMO energy in eV: -5.684
ΔE to the lowest compared entry with this formula, charge and spin in kcal per mole: 29.6
HOMO level in Ha: -0.54245
F_max in eV Å⁻¹: 0.65
HOMO-LUMO gap in eV: 9.08
Spin multiplicity: 1

---

No. 2
# C5H14N

A 2-piece molecular cluster, C5H14N overall in a non-equilibrium geometry (ωB97M-V/def2-TZVPD, the Open Molecules 2025 dataset).

Each line ends with the Löwdin charge.
Atoms and positions in Å:
C 1.7875 -0.0470 0.4776  0.029
C 0.5304 -0.3687 -0.2347  -0.421
C -0.7841 -0.1211 0.5072  -0.379
C -1.0396 -0.8655 1.8469  -0.032
C -1.2455 1.3702 0.4990  -0.040
N 0.3408 0.2676 -1.4883  0.444
H 1.6432 1.0145 0.7729  0.124
H 2.7453 -0.1422 -0.0436  0.113
H 1.8127 -0.5971 1.4209  0.115
H 0.5123 -1.5194 -0.2811  0.230
H -1.4197 -0.5921 -0.2802  0.137
H -0.3161 -0.8330 2.6405  0.073
H -1.0934 -1.9330 1.5856  0.085
H -2.0398 -0.6484 2.2801  0.108
H -0.8201 1.8100 1.4137  0.088
H -2.3558 1.5038 0.5601  0.111
H -0.8055 1.8864 -0.3478  0.063
H 0.9115 -0.3133 -2.1395  0.101
H 1.1410 0.2393 -4.4868  0.018
H 0.4950 -0.1110 -4.7025  0.031

Calculated values
Net charge: +1
LUMO energy in eV: -9.430
ΔE to the lowest compared entry with this formula, charge and spin in kcal per mole: 158.7
HOMO level in Ha: -0.57490
F_max in eV Å⁻¹: 4.46
HOMO-LUMO gap in eV: 6.21
Spin multiplicity: 1

---

No. 3
# C5H14N2

One molecule with the formula C5H14N2 in a non-equilibrium geometry (ωB97M-V/def2-TZVPD, the Open Molecules 2025 dataset).

Each line ends with the Löwdin charge.
Atoms and positions in Å:
C -1.4057 -0.6163 -0.7868  -0.231
N -0.8887 -0.3875 -2.1292  -0.132
C 0.1449 0.5312 -2.5841  -0.137
C -0.8220 0.2750 0.3565  -0.201
C 0.7025 0.3316 0.4421  -0.206
C 1.2189 -0.4397 1.6967  -0.283
N 0.8923 0.1633 2.9906  -0.023
H -2.4625 -0.3505 -0.7976  0.097
H -1.2313 -1.6568 -0.5010  0.108
H -0.8700 -1.2322 -2.6739  0.091
H -0.0756 1.5153 -2.1914  0.079
H 1.1446 0.2445 -2.2460  0.049
H 0.1946 0.4492 -3.6668  0.077
H -1.3823 1.1986 0.1902  0.104
H -1.2030 -0.1156 1.3064  0.098
H 1.3006 -0.0818 -0.3543  0.081
H 0.9233 1.3775 0.6955  0.110
H 2.2862 -0.6195 1.6344  0.104
H 0.6087 -1.3500 1.6894  0.104
H -0.0198 0.6065 2.8976  0.049
H 1.4289 0.9530 3.3351  0.060

Calculated values
LUMO energy in eV: 1.034
ΔE to the lowest compared entry with this formula, charge and spin in kcal per mole: 40.8
HOMO level in Ha: -0.29878
F_max in eV Å⁻¹: 2.41
HOMO-LUMO gap in eV: 9.16
SMILES: CNCCCCN
Spin multiplicity: 1

---

No. 4
# C5H14N2

A 2-piece molecular cluster, C5H14N2 overall in a non-equilibrium geometry (ωB97M-V/def2-TZVPD, the Open Molecules 2025 dataset).

Each line ends with the Löwdin charge.
Atoms and positions in Å:
C 0.0177 -1.2620 0.8742  -0.558
C -0.1707 1.2003 -1.2273  -0.316
C 1.3777 -1.1808 1.5301  -0.064
C 0.0060 -2.0471 -0.4129  -0.068
C -0.7301 2.6075 -1.4293  -0.109
N -0.2027 0.7578 0.1631  -0.022
N -1.1212 -1.2231 1.5422  0.025
H 0.2737 1.4225 0.7677  0.097
H -0.9902 -1.0253 2.5328  0.029
H -1.1562 0.4685 0.6125  0.118
H -0.7436 0.4822 -1.8165  0.106
H 0.8675 1.1618 -1.5750  0.110
H 2.0860 -0.6989 0.8567  0.073
H -1.0058 -2.1149 -0.8026  0.076
H 1.7428 -2.1826 1.7555  0.080
H 1.3337 -0.6152 2.4596  0.073
H 0.6547 -1.5796 -1.1515  0.067
H 0.3673 -3.0573 -0.2258  0.082
H -1.7700 2.6570 -1.1064  0.070
H -0.1519 3.3416 -0.8660  0.067
H -0.6847 2.8877 -2.4811  0.066

Calculated values
LUMO energy in eV: 0.975
ΔE to the lowest compared entry with this formula, charge and spin in kcal per mole: 38.4
HOMO level in Ha: -0.30982
F_max in eV Å⁻¹: 3.23
HOMO-LUMO gap in eV: 9.41
SMILES: CC(C)=N.CCN
Spin multiplicity: 1

---

No. 5
# C5H14N2

A 2-piece molecular cluster, C5H14N2 overall (ωB97M-V/def2-TZVPD, the Open Molecules 2025 dataset).

Each line ends with the Löwdin charge.
Atoms and positions in Å:
C 1.6110 -2.5252 0.1588  -0.153
C -0.3202 -2.4473 -1.0899  -0.095
N 0.1662 -2.5962 0.0632  -0.082
H 1.9325 -1.5865 0.6082  0.068
H 2.1145 -2.5745 -0.8181  0.069
H 1.9624 -3.3662 0.7528  0.071
H -1.3950 -2.5255 -1.2125  0.067
H 0.3024 -2.3569 -1.9840  0.073
C -1.2375 0.7716 1.0713  -0.081
C -0.0900 1.4861 0.3516  -0.526
C -0.3034 1.5196 -1.1474  -0.081
N 0.1790 2.8352 0.8550  0.018
H -1.1923 -0.2698 0.7359  0.048
H -1.1285 0.7965 2.1543  0.071
H -2.2408 1.1212 0.8211  0.074
H 0.7998 0.8859 0.5553  0.118
H 0.5508 2.0139 -1.6082  0.074
H -0.4384 0.5220 -1.5558  0.057
H -1.1842 2.1152 -1.4000  0.078
H 0.5905 2.8043 1.7800  0.064
H -0.6788 3.3765 0.9081  0.069

Calculated values
LUMO energy in eV: 1.099
ΔE to the lowest compared entry with this formula, charge and spin in kcal per mole: 29.8
HOMO level in Ha: -0.33460
F_max in eV Å⁻¹: 0.78
HOMO-LUMO gap in eV: 10.20
SMILES: CC(C)N.C=NC
Spin multiplicity: 1

---

No. 6
# C5H14N2

One molecule with the formula C5H14N2 in a non-equilibrium geometry (ωB97M-V/def2-TZVPD, the Open Molecules 2025 dataset).

Each line ends with the Löwdin charge.
Atoms and positions in Å:
C 0.6450 -2.3126 -0.6891  -0.303
C -0.1490 -1.0876 -0.2329  -0.224
C 0.5314 -0.3149 0.9029  -0.203
C 0.1902 1.2045 1.0194  -0.179
C -1.1521 1.6125 0.3816  -0.341
N -1.5527 2.9266 0.6714  0.002
N 1.3857 -2.0274 -1.9216  -0.007
H -0.0580 -3.1108 -0.9463  0.106
H 1.1722 -2.6766 0.1795  0.097
H -0.5416 -0.5306 -1.0811  0.099
H -1.1111 -1.4196 0.1859  0.108
H 0.2750 -0.7624 1.8555  0.101
H 1.6169 -0.4109 0.8240  0.100
H 0.9820 1.6969 0.4551  0.106
H 0.0730 1.4969 2.0432  0.095
H -1.8757 0.8542 0.7123  0.107
H -1.1810 1.4893 -0.6984  0.107
H -1.3953 3.5478 -0.0862  0.059
H -1.1280 3.3352 1.4588  0.048
H 1.7938 -2.8722 -2.3028  0.058
H 2.1945 -1.4556 -1.6851  0.063

Calculated values
LUMO energy in eV: 1.076
ΔE to the lowest compared entry with this formula, charge and spin in kcal per mole: 25.1
HOMO level in Ha: -0.32759
F_max in eV Å⁻¹: 2.21
HOMO-LUMO gap in eV: 9.99
SMILES: NCCCCCN
Spin multiplicity: 1

---

No. 7
# C5H14N2

One molecule with the formula C5H14N2 in a non-equilibrium geometry (ωB97M-V/def2-TZVPD, the Open Molecules 2025 dataset).

Each line ends with the Löwdin charge.
Atoms and positions in Å:
N 0.9544 -0.1548 1.7578  0.034
C 0.5516 -0.2428 0.3539  -0.417
C -0.7935 0.5285 0.1913  -0.184
C -0.6921 1.6057 -0.8795  -0.253
C -2.0388 2.3875 -1.1060  -0.094
C 0.4516 -1.6192 -0.3197  -0.258
N 1.6677 -2.3579 -0.0584  -0.007
H 0.3210 -0.7138 2.3270  0.075
H 1.8744 -0.5382 1.9253  0.059
H 1.2898 0.3568 -0.1270  0.117
H -1.5377 -0.1671 -0.1962  0.105
H -1.0218 0.9243 1.1789  0.110
H -0.4871 1.1290 -1.8410  0.099
H 0.1036 2.3204 -0.7071  0.101
H -2.8533 2.0811 -0.4675  0.064
H -1.8060 3.4362 -0.9140  0.059
H -2.1672 2.3878 -2.1791  0.057
H -0.4424 -2.0236 0.1493  0.104
H 0.3136 -1.4669 -1.3839  0.116
H 1.8156 -2.4607 0.9369  0.051
H 1.7282 -3.2943 -0.4328  0.063

Calculated values
LUMO energy in eV: 1.107
ΔE to the lowest compared entry with this formula, charge and spin in kcal per mole: 19.8
HOMO level in Ha: -0.33423
F_max in eV Å⁻¹: 2.33
HOMO-LUMO gap in eV: 10.20
SMILES: CCC[C@@H](N)CN
Spin multiplicity: 1

---

No. 8
# C5H14N2

C5H14N2 as an isolated structure in a non-equilibrium geometry (ωB97M-V/def2-TZVPD, the Open Molecules 2025 dataset).

Each line ends with the Löwdin charge.
Atoms and positions in Å:
C 1.5848 1.1616 1.0314  -0.048
C 0.3540 -2.0686 -0.7489  -0.111
C 0.7327 0.3548 0.0814  -0.443
N 0.8174 0.7732 -1.2267  0.120
C 0.5873 -1.0849 0.3896  -0.239
H 0.2572 0.2483 -1.8835  0.082
H 0.6601 1.7660 -1.3441  0.107
H 1.3839 -1.4283 1.0540  0.108
H 1.4179 2.2348 0.9090  0.080
H 2.6480 0.9574 0.8508  0.090
H 1.3600 0.8914 2.0634  0.084
H -0.5375 -1.8195 -1.3303  0.058
H 1.2082 -2.1270 -1.4325  0.072
H 0.1893 -3.0690 -0.3427  0.072
C -2.2054 0.5909 -0.1569  -0.232
N -1.0800 0.7501 0.7339  -0.164
H -1.3653 1.1055 1.6447  0.057
H -0.4335 -0.8791 0.9883  0.141
H -1.9364 0.0654 -1.0807  0.046
H -2.6102 1.5682 -0.4750  0.055
H -3.0325 0.0089 0.2747  0.065

Calculated values
LUMO energy in eV: 1.054
ΔE to the lowest compared entry with this formula, charge and spin in kcal per mole: 66.6
HOMO level in Ha: -0.25607
F_max in eV Å⁻¹: 2.82
HOMO-LUMO gap in eV: 8.02
Spin multiplicity: 1

---

No. 9
# C5H14N2

One molecule with the formula C5H14N2 in a non-equilibrium geometry (ωB97M-V/def2-TZVPD, the Open Molecules 2025 dataset).

Each line ends with the Löwdin charge.
Atoms and positions in Å:
C -1.9410 -0.5032 1.3673  -0.317
C -0.7143 0.1594 0.7885  -0.220
C -0.4290 -0.2974 -0.6361  -0.208
C 1.0786 -0.4825 -0.9024  -0.282
N 1.9219 0.5970 -0.4360  -0.139
C 3.2740 0.4476 -0.8875  -0.155
N -3.1551 0.0596 0.8198  -0.007
H -2.0032 -0.3413 2.4449  0.108
H -1.8298 -1.5785 1.1766  0.104
H 0.1794 -0.0347 1.3861  0.108
H -0.7950 1.2465 0.8219  0.112
H -0.8123 0.3152 -1.4607  0.106
H -0.8102 -1.2923 -0.9043  0.109
H 1.2932 -0.7208 -1.9560  0.108
H 1.3766 -1.4341 -0.4395  0.115
H 1.5272 1.5060 -0.6218  0.110
H 3.8717 1.2127 -0.4013  0.076
H 3.3888 0.4851 -1.9803  0.075
H 3.6644 -0.5324 -0.6205  0.077
H -3.1578 0.1676 -0.1822  0.059
H -3.9872 -0.3829 1.1742  0.061

Calculated values
LUMO energy in eV: 1.145
ΔE to the lowest compared entry with this formula, charge and spin in kcal per mole: 22.3
HOMO level in Ha: -0.31599
F_max in eV Å⁻¹: 1.88
HOMO-LUMO gap in eV: 9.74
SMILES: CNCCCCN
Spin multiplicity: 1

---

No. 10
# C5H14N2

One molecule with the formula C5H14N2 in a non-equilibrium geometry (ωB97M-V/def2-TZVPD, the Open Molecules 2025 dataset).

Each line ends with the Löwdin charge.
Atoms and positions in Å:
N -2.7362 1.0107 0.2894  0.003
C -1.9396 0.1256 -0.5412  -0.305
C -1.0545 -0.7435 0.3261  -0.218
N 0.1516 0.0256 0.6868  -0.043
C 2.0510 -1.4221 -0.1689  -0.062
C 1.2453 -0.0657 -0.2520  -0.483
C 2.2263 1.0839 -0.1588  -0.080
H -2.2506 1.8833 0.3849  0.057
H -3.6792 1.2418 0.0303  0.057
H -2.5091 -0.5399 -1.2269  0.112
H -1.4447 0.6015 -1.3975  0.103
H -0.7022 -1.5759 -0.2983  0.095
H -1.6134 -1.1616 1.1507  0.114
H 0.5538 -0.2385 1.5671  0.099
H 1.4041 -2.2542 -0.4372  0.059
H 2.9328 -1.4206 -0.8055  0.069
H 2.3722 -1.4384 0.8781  0.073
H 0.8641 -0.1838 -1.2755  0.128
H 1.6562 2.0243 -0.1970  0.074
H 2.8540 1.1813 0.7278  0.076
H 2.8639 1.1408 -1.0387  0.072

Calculated values
LUMO energy in eV: 1.143
ΔE to the lowest compared entry with this formula, charge and spin in kcal per mole: 27.1
HOMO level in Ha: -0.31341
F_max in eV Å⁻¹: 2.49
HOMO-LUMO gap in eV: 9.67
SMILES: CC(C)NCCN
Spin multiplicity: 1

---

No. 11
# C5H14N2

One molecule with the formula C5H14N2 in a non-equilibrium geometry (ωB97M-V/def2-TZVPD, the Open Molecules 2025 dataset).

Each line ends with the Löwdin charge.
Atoms and positions in Å:
N -2.0673 1.3492 -1.5085  -0.035
C -0.6955 1.7861 -1.3011  -0.319
C -0.0700 1.2785 -0.0054  -0.197
N 0.0536 -0.2332 -0.1045  -0.036
C 0.3805 -1.1261 2.0655  -0.087
C 1.1088 -0.8778 0.7024  -0.467
C 1.4378 -2.1751 0.0518  -0.089
H -2.6688 2.1880 -1.4222  0.066
H -2.4078 0.9032 -0.6187  0.074
H -0.6674 2.9116 -1.1800  0.122
H -0.1614 1.4342 -2.1781  0.099
H 0.8209 1.8225 0.1696  0.083
H -0.8357 1.5625 0.8887  0.151
H 0.1113 -0.4798 -0.9885  0.016
H 0.8412 -0.5605 2.8445  0.037
H 0.3751 -2.2719 2.3859  0.100
H -0.7565 -0.9953 1.9925  0.089
H 2.0473 -0.3426 0.9754  0.139
H 1.4946 -1.7344 -0.9570  0.076
H 0.5754 -2.8703 -0.0326  0.096
H 2.3578 -2.6924 0.3315  0.084

Calculated values
LUMO energy in eV: 1.092
ΔE to the lowest compared entry with this formula, charge and spin in kcal per mole: 54.0
HOMO level in Ha: -0.32536
F_max in eV Å⁻¹: 6.34
HOMO-LUMO gap in eV: 9.95
SMILES: CC(C)NCCN
Spin multiplicity: 1

---

No. 12
# C5H14N2

A 2-piece molecular cluster, C5H14N2 overall in a non-equilibrium geometry (ωB97M-V/def2-TZVPD, the Open Molecules 2025 dataset).

Each line ends with the Löwdin charge.
Atoms and positions in Å:
C 0.0293 -1.1931 0.5720  -0.248
N 1.4907 -0.7559 0.6610  -0.036
C 1.5315 -0.4709 1.9009  -0.073
C -1.0921 -0.1910 0.9482  -0.209
C -0.8558 1.2432 0.4247  -0.210
C -0.3272 1.3292 -1.0028  -0.290
N -1.2963 0.7329 -1.9361  0.000
H -0.2059 -2.1445 1.0679  0.107
H -0.1391 -1.3718 -0.4948  0.079
H 2.3805 -1.5380 -1.7498  -0.002
H 1.6210 0.5518 2.3084  0.081
H 2.3951 -1.6017 -2.4901  0.018
H 1.6279 -1.2444 2.6884  0.087
H -1.2388 -0.1454 2.0315  0.102
H -2.0217 -0.5613 0.5079  0.106
H -0.1380 1.7260 1.0947  0.095
H -1.7928 1.7940 0.4872  0.105
H -0.2113 2.3710 -1.3012  0.109
H 0.6370 0.8226 -1.0211  0.080
H -1.3370 -0.2689 -1.8020  0.043
H -1.0571 0.9162 -2.8950  0.056

Calculated values
LUMO energy in eV: -0.016
ΔE to the lowest compared entry with this formula, charge and spin in kcal per mole: 106.1
HOMO level in Ha: -0.30152
F_max in eV Å⁻¹: 3.19
HOMO-LUMO gap in eV: 8.19
SMILES: C=NCCCCN.[H][H]
Spin multiplicity: 1